Computed, not measured: 4 unconnected molecules or ions with the total composition C2H13NO3 at a distorted geometry, with wB97M-V/def2-TZVPD.

Computed properties:
Charge   +1
LUMO (alpha / beta)   -0.1398 / -0.3204 hartree
Frontier orbital gap (alpha / beta)   10.53 / 5.61 eV
Maximum force   2.7 eV/A
Multiplicity   2
<S²>   0.754

Each atom is followed by the atoms it is bonded to, with distances in Å.
Geometry (Å):
1 H 2.191 1.114 -0.643  O16 0.964
2 H -0.254 1.637 2.066  C14 1.110
3 H -0.832 -1.666 -0.194  C19 1.086
4 H -1.266 -0.088 -0.810  C19 1.094
5 H 1.063 -0.480 -2.554  O9 0.974
6 H -1.935 1.295 2.268  C14 1.082
7 N -0.868 -0.188 1.261  H12 1.025, C14 1.422, C19 1.442
8 H 0.244 -0.153 -3.725  O9 0.969
9 O 0.168 -0.653 -2.898  H5 0.974, H8 0.969
10 O 2.448 -0.686 0.934  H17 0.966, H18 0.970
11 H -1.155 1.769 0.660  C14 1.073
12 H -1.051 -0.798 2.065  N7 1.025
13 H -2.458 -0.939 0.122  C19 1.091
14 C -1.128 1.179 1.556  H2 1.110, H6 1.082, N7 1.422, H11 1.073
15 H 0.708 0.686 -0.767  O16 0.954
16 O 1.477 0.944 -1.268  H1 0.964, H15 0.954
17 H 2.428 -1.532 0.469  O10 0.966
18 H 1.604 -0.679 1.411  O10 0.970
19 C -1.384 -0.762 0.044  H3 1.086, H4 1.094, N7 1.442, H13 1.091